{"formula": "C23H59BN3O9", "method": "ωB97M-V with the def2-TZVPD basis set", "symbols": ["C", "C", "C", "N", "C", "N", "N", "O", "C", "B", "O", "O", "H", "H", "H", "H", "H", "H", "H", "H", "H", "H", "H", "C", "C", "C", "O", "H", "H", "H", "H", "H", "H", "H", "H", "C", "C", "C", "O", "H", "H", "H", "H", "H", "H", "H", "H", "C", "C", "C", "O", "H", "H", "H", "H", "H", "H", "H", "H", "C", "C", "C", "O", "H", "H", "H", "H", "H", "H", "H", "H", "C", "C", "C", "O", "H", "H", "H", "H", "H", "H", "H", "H", "C", "C", "C", "O", "H", "H", "H", "H", "H", "H", "H", "H"], "positions_angstrom": [[-2.526154, -4.825519, 5.319729], [-1.667864, -3.862942, 4.706710], [-0.735209, -2.889780, 3.773787], [0.764303, -3.010235, 4.038817], [1.736048, -2.424388, 3.264999], [1.260438, -1.594603, 2.057773], [3.231853, -2.502049, 3.476418], [3.622375, -3.719560, 2.970235], [3.637271, -2.429409, 4.929297], [3.286010, -1.009712, 5.680510], [1.971439, -0.331505, 5.711649], [4.382900, -0.334806, 6.460566], [-3.183467, -5.576022, 5.975389], [-0.879020, -3.174447, 2.624843], [-1.003772, -1.751827, 3.944667], [1.045956, -3.568870, 4.873933], [1.733320, -2.044231, 1.216744], [1.752077, -0.656596, 2.126844], [2.873014, -3.966746, 2.321337], [4.820500, -2.569498, 4.957226], [3.174508, -3.384805, 5.474779], [1.822053, -0.046289, 4.741985], [3.861097, 0.093157, 7.228157], [-3.668224, -0.617383, -0.111227], [-2.282063, -1.065649, 0.323510], [-1.248869, -0.801142, -0.760079], [-2.308037, -2.459195, 0.621125], [-3.995136, -1.163896, -1.003050], [-4.403612, -0.825197, 0.673494], [-3.685287, 0.454353, -0.332477], [-1.996090, -0.539813, 1.241045], [-1.489964, -1.354148, -1.674800], [-0.258331, -1.140018, -0.438100], [-1.193302, 0.265097, -1.000720], [-2.561145, -2.934064, -0.187859], [7.272753, 2.372244, 4.187257], [7.557650, 0.896942, 3.955534], [6.678322, 0.329259, 2.852748], [7.325663, 0.175808, 5.162748], [6.233208, 2.526630, 4.497753], [7.904027, 2.764329, 4.991951], [7.457104, 2.957106, 3.280718], [8.612291, 0.762837, 3.691140], [5.617809, 0.411171, 3.115924], [6.885678, -0.736095, 2.705447], [6.844917, 0.852786, 1.906160], [6.391665, 0.289272, 5.405213], [-3.954465, -7.076372, -0.493009], [-4.390200, -5.773792, 0.158754], [-5.834636, -5.844944, 0.627968], [-4.249469, -4.707539, -0.776403], [-4.565458, -7.296567, -1.375674], [-2.916863, -7.006370, -0.836889], [-4.036069, -7.914376, 0.206244], [-3.737196, -5.551624, 1.009862], [-6.512221, -6.021422, -0.214878], [-6.138200, -4.896417, 1.083842], [-5.972608, -6.645952, 1.360915], [-4.825666, -4.896341, -1.535591], [0.675402, 2.804489, -1.013080], [2.061562, 2.356223, -0.578344], [3.094757, 2.620729, -1.661933], [2.035588, 0.962677, -0.280729], [0.348489, 2.257977, -1.904904], [-0.059987, 2.596675, -0.228359], [0.658339, 3.876226, -1.234332], [2.347535, 2.882060, 0.339191], [2.853661, 2.067724, -2.576654], [4.085295, 2.281854, -1.339955], [3.150324, 3.686968, -1.902575], [1.782481, 0.487808, -1.089712], [-4.726152, 2.273199, -2.568481], [-3.426069, 2.643547, -3.264184], [-3.617309, 2.765747, -4.767552], [-2.444411, 1.646664, -2.992541], [-5.097738, 1.304742, -2.921909], [-4.570743, 2.176571, -1.488536], [-5.497740, 3.029032, -2.745201], [-3.050717, 3.591183, -2.862622], [-3.949510, 1.814835, -5.198905], [-2.670807, 3.020583, -5.256295], [-4.355570, 3.536423, -5.010230], [-2.769239, 0.801722, -3.345498], [-1.600757, 6.491935, -6.143394], [-0.998486, 5.322767, -6.906080], [0.324220, 5.704446, -7.551364], [-1.910586, 4.896916, -7.915013], [-1.805082, 7.333987, -6.814287], [-2.558293, 6.206376, -5.694672], [-0.929450, 6.833023, -5.349121], [-0.845674, 4.478507, -6.224883], [0.188146, 6.518471, -8.272131], [0.739894, 4.856995, -8.106985], [1.053291, 6.021823, -6.799308], [-2.052314, 5.640261, -8.524414]], "atomic_forces_ev_per_a": [[6.350, 6.852, -4.061], [-5.195, -6.580, 3.701], [-1.890, -0.258, -0.627], [2.554, 1.212, -1.615], [-2.136, 0.469, 0.216], [1.991, -1.652, 1.836], [-2.968, 2.460, 1.916], [-1.424, -2.359, -2.143], [1.001, -1.319, 0.334], [0.936, 2.232, 1.729], [2.431, -1.032, -2.693], [-4.520, -1.703, -0.231], [1.827, 2.221, -1.833], [-0.056, 0.774, 2.542], [0.354, -2.511, -0.331], [-0.085, 0.611, -0.857], [-0.730, 0.713, 1.108], [-0.480, -1.301, -0.143], [2.159, 0.016, 1.094], [-2.591, 0.261, -0.186], [1.050, 1.978, -0.688], [-0.044, -0.462, 2.295], [1.419, -0.388, -1.730], [-0.245, 0.190, 0.225], [-0.193, -0.098, -0.709], [0.310, 0.210, 0.028], [0.277, -0.309, 0.305], [0.146, 0.065, 0.018], [0.143, 0.051, -0.077], [0.020, -0.164, -0.013], [-0.004, -0.205, 0.001], [-0.131, 0.086, 0.065], [-0.099, 0.066, 0.053], [-0.022, -0.133, -0.055], [-0.140, 0.031, 0.308], [0.256, 0.265, 0.056], [-0.605, 0.183, 0.123], [0.151, -0.261, -0.293], [-0.027, -0.186, 0.077], [0.010, -0.084, -0.128], [-0.040, -0.087, -0.177], [-0.047, -0.018, 0.112], [-0.146, -0.102, 0.194], [0.024, 0.171, 0.031], [0.060, 0.153, -0.009], [-0.083, -0.075, 0.075], [0.354, -0.016, 0.002], [0.326, -0.138, 0.011], [-0.479, -0.433, -0.299], [-0.126, 0.183, 0.293], [0.176, 0.383, -0.220], [-0.069, 0.017, 0.161], [-0.120, -0.011, 0.115], [-0.005, 0.066, -0.121], [-0.025, 0.185, -0.206], [0.129, -0.117, 0.036], [0.099, -0.147, -0.009], [-0.030, 0.080, -0.107], [0.244, 0.055, 0.344], [-0.210, 0.079, 0.177], [-0.191, 0.240, -0.711], [0.347, 0.061, 0.080], [0.007, -0.659, 0.325], [0.093, 0.102, -0.005], [0.107, 0.091, -0.061], [-0.025, -0.140, 0.002], [-0.005, -0.278, -0.017], [-0.127, 0.114, 0.061], [-0.132, 0.114, 0.006], [-0.002, -0.151, -0.008], [0.075, 0.308, 0.280], [-0.098, 0.134, 0.319], [-0.515, -0.352, -0.402], [0.184, 0.252, -0.169], [0.351, -0.259, 0.209], [0.024, 0.114, -0.117], [-0.035, 0.127, -0.153], [0.059, -0.127, 0.027], [0.140, -0.237, 0.020], [-0.094, 0.069, 0.118], [-0.162, 0.040, 0.080], [0.087, -0.116, -0.030], [0.086, 0.404, 0.100], [-0.175, -0.016, 0.325], [0.009, 0.641, -0.365], [0.305, -0.221, -0.026], [-0.156, -0.139, -0.096], [0.158, -0.070, 0.017], [0.161, -0.016, -0.022], [-0.082, 0.022, -0.082], [-0.149, -0.019, -0.208], [-0.051, 0.019, 0.166], [-0.061, 0.086, 0.147], [-0.047, 0.005, -0.111], [0.085, -0.314, 0.284]], "lowdin_charge": [0.10, -0.06, -0.14, 0.13, -0.16, 0.13, -0.18, -0.01, -0.04, -0.38, 0.04, 0.04, 0.08, 0.14, 0.16, 0.17, 0.12, 0.11, 0.15, 0.17, 0.15, 0.12, 0.14, -0.05, -0.49, -0.06, -0.08, 0.09, 0.09, 0.06, 0.13, 0.09, 0.05, 0.06, 0.08, -0.06, -0.50, -0.07, -0.06, 0.08, 0.08, 0.08, 0.14, 0.07, 0.08, 0.08, 0.05, -0.06, -0.50, -0.06, -0.07, 0.08, 0.08, 0.08, 0.14, 0.08, 0.08, 0.08, 0.10, -0.06, -0.50, -0.06, -0.09, 0.08, 0.08, 0.09, 0.14, 0.08, 0.08, 0.09, 0.09, -0.06, -0.49, -0.05, -0.08, 0.08, 0.06, 0.08, 0.14, 0.09, 0.07, 0.09, 0.09, -0.07, -0.51, -0.07, -0.06, 0.08, 0.07, 0.08, 0.13, 0.08, 0.08, 0.08, 0.09], "lumo_energy_ev": -4.920, "total_charge": 1, "total_energy_ev": -48368.7328, "homo_energy_ha": -0.4215}

***

{"formula": "C23H59N7O9P", "method": "ωB97M-V with the def2-TZVPD basis set", "symbols": ["C", "O", "C", "P", "C", "C", "N", "C", "O", "O", "H", "H", "H", "H", "H", "H", "H", "H", "H", "H", "H", "H", "H", "H", "H", "H", "H", "C", "C", "O", "N", "C", "H", "H", "H", "H", "H", "H", "H", "C", "C", "O", "N", "C", "H", "H", "H", "H", "H", "H", "H", "C", "C", "O", "N", "C", "H", "H", "H", "H", "H", "H", "H", "C", "C", "O", "N", "C", "H", "H", "H", "H", "H", "H", "H", "C", "C", "O", "N", "C", "H", "H", "H", "H", "H", "H", "H", "C", "C", "O", "N", "C", "H", "H", "H", "H", "H", "H", "H"], "positions_angstrom": [[3.166133, 1.581691, -0.918485], [3.201782, 2.132911, -2.211935], [1.974391, 1.933296, -2.920377], [0.418493, 2.842588, -2.188130], [-0.804953, 1.693247, -3.172475], [-2.107884, 1.333018, -2.447413], [-2.948391, 2.498446, -2.105841], [0.507104, 4.176088, -3.637714], [-0.467237, 5.221348, -3.448296], [0.166967, 6.215292, -2.630566], [4.172415, 1.574358, -0.497978], [2.787893, 0.554342, -0.911871], [2.535205, 2.172089, -0.245539], [2.157359, 2.356229, -3.915284], [1.822209, 0.849254, -3.041638], [1.355232, 3.702622, -1.428431], [-0.685424, 3.629889, -1.618345], [0.301012, 1.909549, -1.054363], [-1.104972, 2.121650, -4.139152], [-0.308125, 0.746793, -3.420974], [-1.936822, 0.718479, -1.561025], [-2.704383, 0.720753, -3.139825], [-2.791967, 2.712052, -1.128911], [-2.565495, 3.295254, -2.604147], [0.375420, 3.775287, -4.646569], [1.490185, 4.650966, -3.567526], [-0.564655, 6.584153, -2.120714], [-1.979649, 2.416682, 3.196404], [-2.433837, 2.772716, 1.801296], [-2.740773, 1.914255, 0.986564], [-2.493961, 4.088686, 1.465697], [-2.167005, 5.235638, 2.283709], [-1.990517, 1.335430, 3.281043], [-0.968129, 2.780099, 3.384596], [-2.662084, 2.839023, 3.936991], [-2.796088, 4.253526, 0.517680], [-3.038029, 5.887540, 2.383623], [-1.359951, 5.806335, 1.820254], [-1.849785, 4.923171, 3.273120], [-2.429896, -3.171393, 3.437471], [-2.732807, -1.746691, 3.025510], [-2.368923, -0.789281, 3.696698], [-3.415250, -1.532123, 1.878143], [-3.929027, -2.504906, 0.936638], [-1.870908, -3.127095, 4.369224], [-3.341593, -3.739807, 3.594873], [-1.824603, -3.670740, 2.681916], [-3.553272, -0.549882, 1.674761], [-3.478033, -2.340973, -0.044040], [-5.011485, -2.394934, 0.841477], [-3.710514, -3.515214, 1.263040], [6.694313, -1.827885, 0.717556], [5.611780, -0.859125, 1.129593], [4.572203, -0.746075, 0.506605], [5.831784, -0.097369, 2.241937], [6.994459, -0.091439, 3.102984], [6.370832, -2.350103, -0.171082], [7.619901, -1.293511, 0.493832], [6.878585, -2.554907, 1.502047], [5.070035, 0.526277, 2.458412], [6.709429, -0.353767, 4.124644], [7.449015, 0.901906, 3.116481], [7.732764, -0.806238, 2.755028], [-5.436309, 8.182751, -2.853439], [-3.934447, 8.065191, -2.710805], [-3.339049, 8.566151, -1.767260], [-3.272201, 7.379849, -3.670922], [-3.811944, 6.721574, -4.843463], [-5.818767, 8.754245, -2.013325], [-5.696580, 8.698035, -3.778984], [-5.900552, 7.195979, -2.849773], [-2.274437, 7.327006, -3.523087], [-3.572742, 5.658007, -4.810707], [-3.368957, 7.147061, -5.745667], [-4.889451, 6.839245, -4.892696], [-5.298718, -7.473334, 2.603962], [-4.016269, -6.690877, 2.765147], [-3.856981, -5.594756, 2.255397], [-3.026635, -7.252111, 3.509904], [-3.030731, -8.532304, 4.189422], [-5.980359, -6.894090, 1.989437], [-5.107591, -8.428849, 2.114081], [-5.764974, -7.654045, 3.573306], [-2.200293, -6.678403, 3.577684], [-2.879904, -8.388242, 5.260660], [-2.224593, -9.161498, 3.808024], [-3.973631, -9.046254, 4.037649], [7.392604, -6.996913, 0.283381], [6.960122, -5.597775, -0.094083], [7.352894, -4.612331, 0.509031], [6.103680, -5.469395, -1.140671], [5.532955, -6.513607, -1.968344], [8.068348, -6.931550, 1.130246], [6.531528, -7.604016, 0.565278], [7.912747, -7.476542, -0.546684], [5.848243, -4.514496, -1.341143], [5.816580, -6.361444, -3.011016], [4.444321, -6.490870, -1.899660], [5.881628, -7.490852, -1.652086]], "atomic_forces_ev_per_a": [[-0.179, 0.189, 0.327], [0.049, 0.039, -0.050], [0.050, 0.137, -0.083], [0.075, 0.145, 0.074], [-0.248, -0.177, 0.098], [-0.208, 0.075, -0.589], [-0.082, -0.002, 0.041], [0.397, -0.033, 0.780], [-0.464, 0.038, -0.545], [0.358, 0.388, -0.050], [0.091, -0.002, -0.245], [0.043, -0.032, -0.121], [-0.079, -0.029, -0.072], [0.056, -0.121, -0.066], [-0.141, -0.016, 0.113], [0.060, -0.121, 0.082], [-0.075, 0.027, -0.055], [0.076, -0.139, -0.010], [0.094, 0.157, 0.015], [0.107, 0.043, 0.033], [0.096, 0.193, 0.130], [0.052, -0.207, 0.125], [-0.026, -0.105, 0.031], [0.000, 0.030, 0.013], [-0.251, 0.180, -0.072], [0.060, -0.038, -0.137], [-0.175, -0.364, 0.101], [-0.026, -0.023, -0.100], [0.117, 0.010, -0.113], [-0.162, -0.076, 0.152], [-0.133, -0.118, 0.148], [-0.032, -0.011, -0.314], [-0.019, -0.032, 0.040], [-0.040, 0.083, 0.023], [0.082, 0.042, 0.051], [0.119, 0.032, -0.038], [0.042, 0.043, 0.081], [0.026, 0.038, 0.086], [0.003, -0.035, 0.004], [0.121, 0.297, 0.153], [-0.008, 0.289, -0.213], [0.089, -0.189, 0.388], [-0.109, -0.096, 0.115], [0.090, 0.242, -0.025], [0.020, 0.071, -0.016], [-0.023, -0.068, -0.135], [-0.115, -0.086, -0.047], [0.155, 0.030, -0.110], [-0.038, -0.064, -0.025], [-0.004, -0.088, -0.037], [-0.006, -0.030, 0.045], [-0.097, 0.473, 0.161], [-0.097, 0.060, -0.148], [0.077, -0.216, 0.116], [0.099, -0.106, -0.015], [-0.283, 0.182, -0.004], [-0.073, 0.007, -0.023], [0.046, -0.069, 0.053], [0.113, -0.052, -0.017], [-0.004, 0.008, -0.019], [0.109, -0.032, 0.024], [0.100, -0.044, 0.034], [-0.008, -0.017, -0.020], [-0.011, 0.023, 0.045], [0.094, -0.025, 0.032], [-0.051, 0.012, 0.015], [-0.042, 0.141, 0.019], [0.291, -0.082, 0.109], [0.071, 0.009, 0.031], [-0.050, -0.071, -0.028], [-0.033, 0.013, -0.076], [0.011, -0.133, -0.076], [-0.057, -0.016, -0.050], [-0.071, -0.025, -0.049], [-0.012, 0.014, 0.025], [-0.010, 0.031, -0.008], [0.056, 0.095, -0.030], [-0.156, -0.269, -0.097], [-0.112, -0.089, -0.010], [0.228, 0.236, -0.019], [0.050, 0.058, -0.009], [-0.036, -0.042, 0.064], [0.000, -0.084, -0.015], [0.002, 0.002, 0.005], [-0.047, -0.093, 0.023], [-0.051, -0.089, 0.030], [-0.020, 0.012, -0.015], [0.017, 0.022, 0.025], [-0.044, 0.123, 0.009], [0.163, -0.419, -0.015], [0.089, -0.127, 0.027], [-0.049, 0.311, -0.001], [-0.004, 0.076, 0.003], [0.021, -0.057, -0.060], [-0.056, -0.067, 0.003], [-0.041, -0.006, 0.004], [-0.017, -0.098, -0.022], [-0.007, -0.094, -0.031], [0.018, -0.002, 0.021]], "lowdin_charge": [-0.19, -0.27, -0.37, 0.50, -0.35, -0.36, -0.03, -0.35, -0.27, -0.07, 0.06, 0.07, 0.05, 0.07, 0.07, -0.02, -0.04, -0.02, 0.06, 0.05, 0.08, 0.07, -0.01, 0.02, 0.07, 0.07, 0.07, -0.01, -0.53, 0.02, 0.02, -0.08, 0.04, 0.09, 0.08, 0.13, 0.08, 0.08, 0.07, -0.02, -0.54, 0.01, 0.03, -0.07, 0.08, 0.06, 0.08, 0.13, 0.09, 0.08, 0.04, -0.02, -0.53, 0.04, 0.01, -0.09, 0.06, 0.09, 0.07, 0.14, 0.08, 0.08, 0.07, -0.02, -0.56, 0.02, 0.02, -0.07, 0.08, 0.08, 0.08, 0.12, 0.09, 0.08, 0.07, -0.01, -0.53, 0.02, 0.01, -0.08, 0.08, 0.08, 0.08, 0.14, 0.08, 0.08, 0.07, -0.01, -0.53, 0.03, 0.02, -0.08, 0.08, 0.08, 0.08, 0.14, 0.08, 0.09, 0.07], "lumo_energy_ev": 1.772, "total_charge": -1, "total_energy_ev": -62950.9061, "homo_energy_ha": -0.1058}

***

HOMO-LUMO gap / hartree: 0.24068; 0.17091